1.
Here is C21H18N2O4 in the gas phase from the Open Molecules 2025 dataset. Energies are from ωB97M-V with the def2-TZVPD basis set.

The energy above the lowest of the compared OMol25 structures with the same formula, charge and spin is 387.49 kJ/mol. The strongest force on any atom comes out at 1.0 eV/A. As for the frontier orbital gap: 0.3101 Eh. The value obtained for the calculated total energy is -1221.44387 Eh. The SMILES is COc1ccc(C(=O)O/N=C(/c2ccccc2)c2ccncc2)cc1OC. Its HOMO energy is -8.33 eV.

Last column: Löwdin charge in e.
Element x y z (Å)
O  5.505  0.421  -1.961  -0.056
O  0.164  -0.403  1.144  -0.009
O  -0.271  1.690  0.425  0.123
O  4.764  -1.519  -0.435  -0.062
N  -1.054  -0.494  1.819  0.162
N  -2.340  0.490  -3.002  0.064
C  -3.381  -0.378  1.950  -0.162
C  -1.669  -0.551  -2.541  -0.134
C  -2.964  1.263  -2.128  -0.131
C  -4.530  -0.190  4.056  -0.074
C  -2.952  1.041  -0.762  -0.010
C  4.281  0.564  -1.401  -0.193
C  -5.755  -0.751  2.072  -0.075
C  -3.361  -0.132  3.323  -0.017
C  1.796  0.651  -0.144  -0.130
C  -2.235  -0.051  -0.278  -0.190
C  -5.730  -0.497  3.433  -0.082
C  2.635  -0.450  0.053  0.055
C  -2.139  -0.310  1.174  -0.192
C  0.467  0.736  0.481  -0.438
C  4.426  -2.604  0.394  -0.077
C  5.987  1.443  -2.800  -0.076
C  3.870  -0.503  -0.561  -0.188
C  3.436  1.648  -1.588  0.000
C  2.202  1.695  -0.963  -0.006
C  -1.581  -0.869  -1.195  -0.001
C  -4.590  -0.691  1.330  -0.027
H  1.542  2.535  -1.106  0.122
H  -3.502  2.102  -2.550  0.107
H  -6.687  -0.997  1.585  0.104
H  -6.643  -0.540  4.007  0.102
H  3.732  2.467  -2.223  0.106
H  -1.022  -1.733  -0.867  0.123
H  5.347  1.579  -3.677  0.098
H  5.279  -3.279  0.353  0.095
H  2.300  -1.245  0.697  0.113
H  -4.509  0.008  5.118  0.104
H  6.079  2.393  -2.265  0.098
H  -3.458  1.708  -0.082  0.128
H  3.533  -3.125  0.032  0.098
H  -4.616  -0.901  0.270  0.116
H  4.265  -2.286  1.429  0.099
H  6.974  1.114  -3.122  0.095
H  -2.420  0.110  3.790  0.112
H  -1.172  -1.157  -3.287  0.106



2.
Here is 4 unconnected molecules or ions with the total composition C19H38NO13 in a non-equilibrium geometry from the Open Molecules 2025 dataset. Energies are from ωB97M-V with the def2-TZVPD basis set.

The strongest force on any atom comes out at 6.2 eV/A. As for the frontier orbital gap: 0.1969 Eh. The value obtained for the calculated total energy is -1779.55591 Eh. Its charge is -1. Its HOMO energy is -3.57 eV.

Last column: Löwdin charge in e.
Element x y z (Å)
O  3.014  7.056  -2.024  0.000
O  2.536  -4.440  -0.014  -0.198
O  -3.546  -5.376  3.715  -0.228
O  1.373  8.112  -2.984  -0.003
O  -0.857  -0.846  -5.481  -0.001
O  0.992  1.671  -1.106  -0.002
O  3.062  1.312  -0.552  -0.013
O  -2.758  -0.416  -6.445  -0.004
O  -2.477  0.192  -4.273  0.121
O  1.283  5.844  -2.861  0.120
O  2.017  3.152  0.279  0.113
O  -1.605  -6.489  4.206  -0.094
O  0.365  -4.614  2.989  -0.160
N  -2.566  -2.806  4.312  -0.071
C  2.366  -4.764  1.392  -0.164
C  2.681  -2.450  -1.590  -0.085
C  -4.077  0.122  -6.391  -0.051
C  -3.906  -0.082  4.999  -0.151
C  -3.541  -2.715  5.432  -0.256
C  -0.257  -3.538  3.745  -0.165
C  3.623  5.835  -1.605  -0.044
C  -2.208  -5.374  4.130  -0.543
C  -0.193  2.464  -1.030  -0.032
C  2.023  2.148  -0.391  -0.595
C  -4.600  -1.549  5.016  -0.234
C  -0.013  -0.799  -4.330  -0.043
C  4.239  1.695  0.155  -0.045
C  -2.072  -0.306  -5.294  -0.600
C  1.834  6.895  -2.645  -0.597
C  0.116  8.093  -3.657  -0.049
C  3.141  -3.145  -0.199  -0.276
C  -1.595  -3.949  4.527  -0.220
C  1.082  -3.958  1.917  -0.202
H  -0.157  9.125  -3.882  0.092
H  -4.146  -3.676  5.559  0.117
H  -4.858  -1.777  3.915  0.106
H  1.580  -2.128  -1.571  0.074
H  -0.454  -1.363  -3.506  0.100
H  4.567  6.083  -1.117  0.094
H  -5.565  -1.589  5.622  0.092
H  -4.679  -0.406  -5.648  0.099
H  1.464  -2.913  2.239  0.112
H  0.939  -1.260  -4.594  0.093
H  0.176  0.235  -4.033  0.095
H  -4.049  1.193  -6.176  0.097
H  -0.011  3.466  -1.426  0.091
H  2.879  -3.114  -2.499  0.076
H  2.336  -5.889  1.597  0.139
H  -4.390  0.652  5.740  0.057
H  0.190  7.543  -4.598  0.098
H  -0.558  2.514  -0.002  0.102
H  -4.044  0.404  3.961  0.066
H  4.053  1.715  1.232  0.101
H  2.988  5.315  -0.884  0.085
H  0.378  -3.788  1.023  0.146
H  2.910  -2.382  0.617  0.111
H  -2.778  -0.134  5.245  0.063
H  -4.535  -0.021  -7.371  0.091
H  -0.657  7.662  -3.018  0.099
H  4.285  -3.260  -0.226  0.120
H  3.836  5.196  -2.464  0.100
H  4.599  2.667  -0.192  0.091
H  -1.372  -3.982  5.658  0.139
H  -0.572  -2.740  2.967  0.122
H  0.567  -3.105  4.431  0.132
H  3.284  -4.354  1.967  0.125
H  5.008  0.950  -0.048  0.093
H  -3.059  -2.370  6.427  0.113
H  -0.955  1.983  -1.644  0.093
H  3.288  -1.470  -1.665  0.070
H  -1.965  -1.960  4.423  0.081



3.
Here is C4H8O2 in the gas phase from the Open Molecules 2025 dataset. Energies are from ωB97M-V with the def2-TZVPD basis set.

The energy above the lowest of the compared OMol25 structures with the same formula, charge and spin is 75.44 kJ/mol. The strongest force on any atom comes out at 0.5 eV/A. As for the frontier orbital gap: 0.3964 Eh. The value obtained for the calculated total energy is -307.68370 Eh. The SMILES is CC(=O)CCO. Its HOMO energy is -9.94 eV.

Last column: Löwdin charge in e.
Element x y z (Å)
O  -2.243  1.046  -0.186  -0.064
O  0.468  1.628  -0.430  0.069
C  0.683  0.430  -0.506  -0.428
C  -0.462  -0.559  -0.627  -0.114
C  -1.646  -0.144  0.257  -0.274
C  2.087  -0.119  -0.464  -0.015
H  -1.300  -0.063  1.301  0.122
H  2.178  -0.852  0.347  0.089
H  -0.796  -0.563  -1.674  0.135
H  -2.417  -0.920  0.230  0.118
H  2.803  0.691  -0.314  0.085
H  -0.123  -1.573  -0.387  0.117
H  2.313  -0.646  -1.399  0.092
H  -1.519  1.690  -0.254  0.067



Among the records above, which one has the lowest strongest force on any atom? C4H8O2



What is the formula in the second record? C19H38NO13



Which of these has the lowest HOMO? C4H8O2